19
Properties=species:S:1:pos:R:3 method="wB97M-V/def2-TZVPD" energy_ha=-721.46118 molar_mass_g_mol=133.22 gap_ev=9.47 multiplicity=1
C -0.411 2.139 1.387
C 0.523 0.364 -0.056
C -0.631 0.447 -1.072
C 0.335 -0.784 0.950
H -0.120 2.994 1.964
H -0.793 1.379 2.098
H -1.226 2.444 0.702
H 1.141 2.267 0.079
H 1.448 0.140 -0.590
H -0.539 1.424 -1.610
H -1.595 0.396 -0.583
H -0.821 -1.840 -1.574
H 1.664 0.143 2.111
H 1.116 -1.362 2.754
H -0.560 -2.378 1.514
N 0.751 1.602 0.704
N 1.284 -0.771 1.945
N -0.585 -1.652 0.765
S -0.547 -0.803 -2.376